Entry 1:
# C30H26BrCl60F11N3S

16 unconnected molecules or ions with the total composition C30H26BrCl60F11N3S in a non-equilibrium geometry (ωB97M-V/def2-TZVPD, OMol25).

The geometry in XYZ format:
```
132
Properties=species:S:1:pos:R:3:mulliken_charge:R:1
Cl 2.99238 -6.63558 -3.67355 -0.071
H -5.07492 1.08105 -1.75708 0.344
Cl 3.32161 3.47344 10.69755 -0.096
Cl 6.36424 -0.98082 10.42476 -0.092
C -4.82893 1.96326 -8.85405 0.270
H -1.29580 -1.00933 0.24510 0.581
C -11.46747 4.65064 -7.05174 0.284
C 2.13821 2.73020 -2.80617 -1.837
H -3.05807 -1.98516 -1.10000 0.026
H -3.72830 1.41528 -5.23118 -0.835
H 0.19588 0.79447 2.08283 0.395
Cl 0.56064 -2.56324 6.47842 -0.065
H -5.84764 -0.17553 -5.20101 0.268
C 0.11859 -2.87381 -4.36524 0.195
Cl -6.39693 2.74851 -8.67979 -0.064
Cl -7.91002 1.74456 -2.89066 -0.088
Cl 1.67201 -1.00041 3.90913 -0.081
C 1.94401 -3.26874 7.33004 0.256
F 3.81571 1.77576 -1.43654 -0.334
H 0.91959 1.46983 -4.13660 0.456
Cl 3.32457 2.75821 -7.61950 -0.062
Cl 9.27473 1.29061 3.02532 -0.098
H 2.69452 3.46430 -3.39256 0.422
F 4.95957 2.46651 -3.62109 -0.282
Cl -3.65963 3.09293 -9.53028 -0.085
Cl 8.07649 3.04870 5.65390 -0.008
H -1.23534 2.90210 -3.04483 0.523
F 2.26050 0.42372 -2.37187 -0.077
Cl -9.96123 -2.84139 -9.31392 -0.097
Cl -9.64813 -0.55808 -2.75664 -0.095
Cl 1.18537 -4.26665 -4.21406 -0.028
H -3.54086 -1.50745 0.59867 0.147
H 0.81305 -0.58506 1.22782 0.306
C 2.14109 0.51006 4.71014 0.270
Cl 4.89059 -8.05330 -2.02942 -0.088
Cl 2.04585 1.85662 3.55757 -0.127
H -6.22013 -0.93297 -3.67316 0.528
C -9.30325 0.93209 -3.63319 0.307
Cl 1.07478 0.83384 6.06926 -0.075
Cl 5.74460 3.36940 7.35632 0.021
H -0.00999 0.56477 -1.54277 0.508
H -3.74775 -0.75790 -5.10169 0.491
F 3.77026 -0.96098 -4.39463 -0.236
Cl 8.17220 -1.58935 8.26413 -0.065
Cl 7.61423 0.02455 5.03418 0.020
C 1.69844 -5.01581 12.57874 0.295
F 4.96266 -0.49273 -2.50305 -0.304
F 5.26312 0.19645 -5.60861 -0.317
N -3.13523 0.34927 -3.50489 0.413
Cl -8.90273 0.54185 -5.31570 -0.073
Cl -11.38998 5.14513 -8.74397 -0.101
F 3.38239 1.69514 -4.98558 -0.107
C 3.08563 1.52104 -2.57983 0.928
Cl 5.62417 -2.93918 8.45199 0.024
Cl 3.03803 2.32192 8.06665 0.109
H -0.13888 2.83512 -1.69888 0.355
Cl -9.72334 -1.93673 -6.58309 0.005
H -2.15686 1.83875 -4.62752 0.432
F 5.91301 -1.48886 -4.27133 -0.290
Cl -10.70202 1.99382 -3.58008 -0.051
Cl -4.26189 1.44524 -7.23951 -0.080
C -1.26502 -0.04256 0.74107 0.026
H 0.64821 1.01611 0.41649 0.206
C 0.19771 0.30453 1.11230 -1.265
H -5.56316 -1.25650 -1.59484 -0.029
Cl -0.15682 -2.50563 -6.07097 -0.109
Cl 10.26823 -0.48700 14.56354 -0.102
Cl -1.43273 -3.21783 -3.57901 -0.091
C 7.30883 4.05981 6.88650 0.170
Cl 2.02313 4.96592 8.59727 -0.102
Cl 2.91458 -4.38474 11.46482 -0.008
N -2.05257 0.79887 -1.51330 0.918
Cl 2.44616 -9.34574 -2.84987 -0.088
Cl 0.53343 3.40031 -7.25980 -0.073
Cl 1.70389 -6.78137 12.51610 -0.098
Cl 10.02080 -3.17374 13.54238 -0.103
Cl 8.34718 4.15511 8.31091 -0.096
Cl 2.55495 5.41244 -6.79855 -0.101
Cl -10.25740 3.39492 -6.74675 0.017
Cl 3.18398 -3.71994 6.15275 -0.096
C 8.08687 0.01836 3.32786 0.249
Cl 2.36704 -7.20597 -0.91553 -0.102
Cl 8.30969 -2.28374 15.68841 -0.100
Cl -8.83543 -4.58764 -7.31055 -0.104
C -10.04625 -3.33808 -7.62198 0.286
S 5.08804 -0.15286 -4.05352 1.366
C -4.07084 -0.62755 -4.06296 0.289
C 2.27699 3.35742 9.28042 0.238
H -0.74879 0.17446 -3.07111 0.462
Cl -11.65419 -3.97090 -7.26859 -0.095
Cl -4.97488 0.54993 -9.89370 -0.076
C 3.17598 -7.81530 -2.36467 0.370
C 2.10847 4.02261 -7.79494 0.269
Cl 7.94620 -1.23987 13.01980 -0.018
F 6.45393 0.61047 -3.75949 -0.302
C 0.83585 2.38258 -3.54472 -0.531
Cl 0.10423 -4.41544 12.10380 -0.096
H -1.24165 1.94441 -0.01671 0.501
C -3.17302 1.60172 -4.30574 -0.102
C -4.89199 -0.77848 -0.87835 0.891
Cl 8.80137 -1.54667 2.92921 -0.106
C 9.13550 -1.79452 14.20489 0.307
Cl 0.72111 2.65662 9.74400 -0.113
Cl 3.79554 0.35963 5.30094 0.050
C -0.40910 2.32699 -2.63134 -0.725
H -4.40786 -2.73631 -0.28635 0.517
H -5.72589 0.78745 -3.76652 0.094
F -5.70479 -0.46284 0.20831 -0.407
F -3.90193 -1.86109 -3.46282 -0.407
Cl 6.66541 0.29212 2.31181 -0.060
Cl 7.06141 5.68434 6.23393 -0.109
C 6.98005 -2.26848 9.36995 0.242
Cl 2.58405 -2.06841 8.46176 -0.025
C -3.18565 0.52756 -2.11420 -0.937
C -5.55369 -0.21549 -4.15003 -1.104
H 0.65723 3.20371 -4.24191 0.677
Br -2.25504 -0.11113 2.44244 -0.097
Cl 7.72418 -3.54470 10.33306 -0.084
Cl 2.06501 -4.48132 14.22088 -0.099
H -3.61062 2.44368 -3.76837 0.407
Cl 0.86860 -1.47582 -3.58066 0.023
C -3.87008 -1.79218 -0.39983 -0.916
C 4.05037 1.43840 -3.81582 0.296
H -2.85977 1.43083 0.36123 0.874
N -4.35439 0.49848 -1.34665 0.229
C -1.92644 1.09441 -0.07731 -1.678
Cl 1.43534 -4.69415 8.23193 -0.068
H 1.97178 3.16816 -1.82141 0.560
Cl 1.99257 4.51465 -9.48282 -0.093
Cl -11.14022 6.04075 -6.01201 -0.095
Cl -13.07230 4.00900 -6.69325 -0.097
C -0.77885 0.88713 -2.24915 -1.300
```

## Properties
orbital gap = 8.79 eV
total charge = +1

=====

Entry 2:
# C30H26BrN6O4RuS

A molecular structure, C30H26BrN6O4RuS (ωB97M-V/def2-TZVPD, OMol25).

The geometry in XYZ format:
```
69
Properties=species:S:1:pos:R:3:lowdin_spin:R:1
H 1.55106 -3.84442 0.53864 0.000
H 0.49065 -0.25664 2.23646 0.002
C 2.51198 1.73828 -0.41951 -0.005
N -2.41317 0.31800 -0.88157 -0.003
C 0.28905 0.82198 2.17463 0.004
C -5.48404 -2.62786 -2.67323 0.000
S -1.40105 3.01090 -0.89866 0.036
C -6.20081 -2.14558 -0.42971 0.000
H 5.00474 -2.17823 0.07575 0.000
C 5.26584 -1.45371 -0.68512 0.000
H 1.30561 -0.21594 4.44185 0.000
C 0.79689 -0.09952 -2.95662 0.004
C 3.68665 1.42318 -2.57026 -0.001
C 0.79089 0.71879 4.63664 0.000
H -5.68572 -3.03155 -3.65683 0.000
C 6.85444 -0.54026 -2.23410 0.000
N -3.95436 3.34395 -1.48044 0.003
C -0.50078 2.57423 3.81395 0.000
C -3.98751 -1.53294 -1.14145 -0.001
Ru -0.53424 0.89960 -0.50452 0.812
C -0.52855 3.10335 5.10231 0.000
H -0.60243 -5.01678 0.03260 0.000
C -4.24788 -2.05983 -2.40143 0.000
C -0.52984 -3.93943 -0.03463 0.005
N -0.34863 -1.19533 -0.21717 -0.006
H -3.70772 4.31275 -1.55534 0.000
H -4.76146 -1.15201 0.81971 0.000
C -3.01533 2.42626 -1.19853 0.008
C -1.52134 -1.80926 -0.48516 0.003
C -6.45930 -2.67352 -1.68730 0.000
C 4.63332 0.40526 -2.09582 0.000
C 0.10243 2.44333 6.14118 0.000
C 0.70852 -1.92040 0.14166 0.005
C 5.90960 0.37439 -2.66374 0.000
N -3.41351 1.17129 -1.18637 0.008
H 3.80472 1.74057 -3.59943 0.000
N 1.47350 1.44273 1.55339 0.000
C 0.66648 -3.29715 0.24738 -0.003
C -4.96710 -1.57503 -0.15586 0.000
O 1.09613 -0.17253 -4.12644 0.010
H 7.84039 -0.54428 -2.67994 0.000
H 3.38907 1.83496 0.22019 0.000
C 0.76405 1.24136 5.91852 0.000
N 1.40173 1.44388 0.13970 -0.003
C -2.65574 -0.94984 -0.84787 -0.007
O -0.87066 1.03518 1.43271 0.077
C 2.71561 1.98559 -1.85174 0.000
H -6.96229 -2.17527 0.33866 0.000
H 7.27413 -2.17391 -0.90522 0.000
O -0.24144 0.51498 -2.47239 0.048
H 1.57038 2.40177 1.87020 0.000
H -1.05846 4.03309 5.26262 0.000
H 3.31883 -0.56876 -0.70833 0.000
C -1.63427 -3.19261 -0.40146 -0.002
H -1.22916 2.65407 2.06559 0.002
Br 1.63628 3.32718 -2.63159 0.000
H 0.07033 2.86665 7.13715 0.000
H -3.48463 -2.01220 -3.16905 0.000
H 1.61325 -1.36539 0.35258 0.000
H 1.43381 -0.59681 -2.19245 0.000
C 4.32051 -0.53366 -1.11329 0.000
H -7.42334 -3.11712 -1.89990 0.000
C 0.17489 1.37143 3.57591 0.000
H -4.88240 3.03718 -1.71325 0.000
H -2.58242 -3.66081 -0.62341 0.000
C 6.53717 -1.45473 -1.23755 0.000
H 1.25004 0.72142 6.73284 0.000
H 6.15706 1.08244 -3.44524 0.000
O -1.12048 3.26333 2.82912 0.006
```

## Properties
orbital gap (alpha / beta) = 7.29 / 7.08 eV
relative energy (zero: lowest compared OMol25 entry of this formula, charge and spin) = 0.009 eV
spin multiplicity = 2

=====

Entry 3:
# C30H26F3N5S7Sn

A molecular structure, C30H26F3N5S7Sn in a non-equilibrium geometry (ωB97M-V/def2-TZVPD, OMol25).

The geometry in XYZ format:
```
72
Properties=species:S:1:pos:R:3:mulliken_charge:R:1
C 1.05854 -3.11750 -0.59841 -0.291
C 3.09863 0.11324 2.32287 0.233
H -1.50596 3.97935 -6.64380 0.462
Sn -0.15406 0.03082 0.33455 1.161
N -1.79487 1.87032 -3.80790 0.205
C -5.86686 2.24866 -1.22932 0.723
C -8.34180 1.94801 -2.45793 -0.449
C 0.96779 5.78350 -5.20481 -0.464
N 0.06293 -2.51174 0.04987 -0.098
S 0.52362 0.05603 3.33640 -0.188
C -0.88096 -3.25753 0.62811 -0.199
H -0.43162 2.93440 2.43193 0.465
S -2.76504 -0.13736 -0.65627 -0.281
C 0.18022 -5.25840 -0.07848 0.468
C -6.73457 3.32954 -1.32690 -0.328
H 1.42868 6.76078 -5.25673 0.419
H 1.79820 -2.47344 -1.06046 0.424
C -3.33704 3.29980 -2.59951 -0.764
C 1.16088 -4.49477 -0.68816 -0.686
C 1.45315 4.83053 -4.31904 -0.848
H -1.48983 1.71158 -5.85272 0.503
C -7.47881 0.86430 -2.36151 -0.763
H 2.30237 5.06056 -3.68725 0.471
H 1.97953 -4.96314 -1.21494 0.502
C -4.50585 2.42385 -0.59050 -1.497
N -0.02510 3.48103 -0.64370 0.034
F 0.20316 -7.26346 1.12720 -0.234
H 0.12134 5.58060 -0.91328 0.539
N -0.18647 2.62033 0.37573 0.172
C -3.02315 2.65969 -3.92885 -0.540
C 2.16143 -0.01986 3.44824 0.213
S -0.04465 0.50420 -2.37048 -0.200
C -6.24500 1.01181 -1.74826 -0.182
H -3.84898 2.02396 -4.25953 0.302
C -2.62049 1.21615 -1.64010 -0.018
C -7.97324 3.17781 -1.93539 -0.628
C -0.86625 -4.63757 0.58933 -0.994
H -2.56392 4.02497 -2.32496 0.235
C -0.21318 3.26296 -5.08258 0.500
C -0.88406 1.90986 -4.96771 -1.754
C 0.87272 3.57204 -4.26447 -0.023
F 1.32072 -7.21619 -0.73254 -0.264
S 4.76453 0.00495 2.73787 0.070
H -4.41875 3.43238 -0.18181 0.453
S 2.89623 -0.32354 4.98200 0.062
H -6.45287 4.29070 -0.91083 0.393
H -4.29562 3.81185 -2.65686 0.498
S 2.69849 0.30255 0.72839 -0.190
H -7.77161 -0.09992 -2.75549 0.427
H -0.14950 1.11713 -4.86498 0.655
C -0.08834 5.46894 -6.04621 -0.699
C -0.19105 4.74076 1.13643 -1.212
H -1.64343 -5.21960 1.06498 0.442
H -8.64703 4.02181 -1.99778 0.401
H -9.30519 1.83215 -2.93625 0.404
C 0.22184 -6.76996 -0.11894 0.711
F -0.84916 -7.24544 -0.76769 -0.230
C -0.68198 4.21533 -5.97900 -0.285
C 4.57330 -0.25794 4.46784 0.113
H -2.85270 3.43308 -4.67364 0.439
H 1.30493 2.79748 -3.63983 0.611
S 5.81858 -0.42354 5.47272 -0.026
H -4.34599 1.70612 0.20782 0.571
C -0.28323 3.38206 1.46233 -0.529
H 0.18011 3.14432 -1.57116 0.118
H -5.58068 0.16127 -1.65339 0.373
H -0.44293 6.19206 -6.76840 0.413
C -0.00888 4.75990 -0.22644 0.048
H -1.67252 -2.72279 1.14292 0.457
H -0.23050 5.58558 1.80145 0.432
N -3.43541 2.25966 -1.58072 0.336
C -1.53789 1.24308 -2.67875 0.404
```

## Properties
orbital gap = 5.14 eV
relative energy (zero: lowest compared OMol25 entry of this formula, charge and spin) = 0.488 eV
total charge = +2